No. 1
Computed, not measured: a 2-piece molecular cluster, C4H12N2O2 overall in a non-equilibrium geometry, with ωB97M-V/def2-TZVPD.

Its electronic energy is -419.50415 hartree. For the max |F|, the calculation gives 1.1 eV/Å. As for the HOMO energy: -7.088 eV. Its LUMO energy is 0.4 eV. The energy above the lowest of the compared OMol25 structures with the same formula, charge and spin comes out at 378.95 kJ/mol.

Geometry as ORCA input:
```
! RIJCOSX wB97M-V def2-TZVPD def2/J DEFGRID3
* xyz 0 1
O -1.2810 2.5796 -0.9392
C -1.9257 1.6704 -0.4968
C -1.7187 0.2527 -0.8569
N -0.4650 0.1773 -1.6714
H -2.7047 1.8401 0.2632
H -1.4870 -0.3490 0.1155
H -2.5735 -0.1588 -1.3927
H -0.5077 -0.5096 -2.4132
H -0.3550 1.0778 -2.1501
H 0.4064 0.0315 -1.0068
C 0.4999 -1.3386 1.5992
O -0.7594 -1.2102 1.1560
C 1.4360 -0.1740 1.2767
N 1.8021 -0.1653 -0.1611
H 0.6081 -1.4767 2.6991
H 1.0210 -2.2695 1.2537
H 0.9386 0.7641 1.5202
H 2.3305 -0.2305 1.8997
H 2.2479 -1.0403 -0.3488
H 2.4872 0.5289 -0.3464
*
```

No. 2
Computed, not measured: a 2-piece molecular cluster, C4H12N2O2 overall in a non-equilibrium geometry, with ωB97M-V/def2-TZVPD.

Its electronic energy is -419.42406 hartree. For the max |F|, the calculation gives 2.6 eV/Å. As for the SMILES: CN(O)N=O.CCC. As for the HOMO energy: -9.342 eV. Its LUMO energy is 0.7 eV. The energy above the lowest of the compared OMol25 structures with the same formula, charge and spin comes out at 589.21 kJ/mol.

Geometry as ORCA input:
```
! RIJCOSX wB97M-V def2-TZVPD def2/J DEFGRID3
* xyz 0 1
C -1.1987 -2.9607 -0.0932
N -0.3916 -1.7694 -0.1775
O 0.8610 -1.9671 -0.7296
N -0.5590 -0.6519 0.4836
O -1.6667 -0.4702 0.9952
H -2.1205 -2.7004 0.4192
H -0.6561 -3.7419 0.4440
H -1.4316 -3.3070 -1.1002
H 1.4079 -1.1955 -0.5103
C -0.0835 1.6165 -1.1787
C 0.2509 2.1667 0.3475
C 1.3815 1.4586 1.0249
H 0.3881 0.6858 -1.4619
H 0.3286 2.3640 -1.8338
H -1.1631 1.5733 -1.3215
H -0.6731 1.9963 0.8944
H 0.4688 3.2317 0.2207
H 2.3498 1.6589 0.5566
H 1.0875 0.3304 0.9303
H 1.4199 1.6818 2.0903
*
```

No. 3
Computed, not measured: a 2-piece molecular cluster, C4H12N2O2 overall in a non-equilibrium geometry, with ωB97M-V/def2-TZVPD.

Its electronic energy is -419.36366 hartree. For the max |F|, the calculation gives 1.6 eV/Å. As for the HOMO energy: -8.001 eV. Its LUMO energy is -3.1 eV. The energy above the lowest of the compared OMol25 structures with the same formula, charge and spin comes out at 747.81 kJ/mol.

Geometry as ORCA input:
```
! RIJCOSX wB97M-V def2-TZVPD def2/J DEFGRID3
* xyz 0 1
C -0.6074 0.6277 -0.4223
C -1.8319 0.8333 0.3019
C -1.8574 0.6505 1.7571
O -2.1492 -0.7861 1.9547
N 0.5433 0.2139 0.3155
C 1.7350 0.5473 -0.4985
N 1.5634 -0.0444 -1.7950
H -0.7185 -0.0986 -1.2743
H -0.2556 1.4672 -1.0593
H -2.7774 0.6732 -0.2187
H -0.8513 0.7803 2.1506
H -2.6266 1.2131 2.2732
H 0.6481 -0.8369 0.2794
H 2.5754 0.0644 0.0002
H 1.9174 1.6254 -0.3737
H 2.2073 0.3198 -2.4705
H 1.6066 -1.0682 -1.5207
H 1.3028 -2.9666 -0.2598
H -1.8810 -1.1976 1.1307
O 1.4570 -2.0178 -0.2705
*
```

No. 4
Computed, not measured: a 3-piece molecular cluster, C4H12N2O2 overall in a non-equilibrium geometry, with ωB97M-V/def2-TZVPD.

Its electronic energy is -419.56402 hartree. For the max |F|, the calculation gives 1.6 eV/Å. As for the SMILES: C=C(N)O.CC=O.N. As for the HOMO energy: -7.921 eV. Its LUMO energy is 0.9 eV. The energy above the lowest of the compared OMol25 structures with the same formula, charge and spin comes out at 221.74 kJ/mol.

Geometry as ORCA input:
```
! RIJCOSX wB97M-V def2-TZVPD def2/J DEFGRID3
* xyz 0 1
C 1.8665 0.0025 -0.6125
C 1.4096 -0.9635 0.1956
N 1.6070 -0.9831 1.5694
O 0.9477 -2.1693 -0.2597
H 2.3095 0.8919 -0.2160
H 1.9015 -0.1335 -1.6769
H 1.7931 -0.0925 1.9970
H 0.9755 -1.5840 2.0720
H 0.7369 -2.0941 -1.1960
C -1.4293 0.6636 1.1913
C -1.6389 -0.6635 0.5347
O -1.7033 -0.8608 -0.6543
H -2.3903 0.9968 1.6028
H -1.0511 1.3948 0.4753
H -0.7405 0.5604 2.0323
H -1.8760 -1.4800 1.2436
N -0.5417 1.6905 -1.8424
H 0.0784 1.6976 -2.6487
H -0.9698 0.7702 -1.7748
H -1.2848 2.3559 -2.0328
*
```

No. 5
Computed, not measured: a 2-piece molecular cluster, C4H12N2O2 overall in a non-equilibrium geometry, with ωB97M-V/def2-TZVPD.

Its electronic energy is -419.60316 hartree. For the max |F|, the calculation gives 3.1 eV/Å. As for the SMILES: C[C@H](N)CC(N)=O.O. As for the HOMO energy: -9.290 eV. Its LUMO energy is 0.8 eV. The energy above the lowest of the compared OMol25 structures with the same formula, charge and spin comes out at 119.00 kJ/mol.

Geometry as ORCA input:
```
! RIJCOSX wB97M-V def2-TZVPD def2/J DEFGRID3
* xyz 0 1
C 1.7998 -0.9009 -0.5452
C 1.2984 0.5279 -0.4093
N 2.3660 1.3755 0.2420
C 0.1098 0.6227 0.5748
C -1.1346 0.4548 -0.2892
N -2.0435 1.4808 -0.3219
O -1.4448 -0.6321 -0.7652
H 2.1639 -1.3836 0.3754
H 2.6057 -0.9886 -1.2913
H 0.9082 -1.6342 -0.7161
H 1.1321 1.0424 -1.3589
H 3.0333 1.8614 -0.3568
H 2.8834 0.7929 0.8785
H -0.0121 -0.2205 1.2525
H 0.0674 1.6178 1.0713
H -2.8034 1.5123 -0.9761
H -1.8040 2.4176 -0.0260
O -1.1097 -2.4492 1.2657
H -0.9709 -1.8108 0.5344
H -1.9921 -2.7960 1.0337
*
```

No. 6
Computed, not measured: a 2-piece molecular cluster, C4H12N2O2 overall in a non-equilibrium geometry, with ωB97M-V/def2-TZVPD.

Its electronic energy is -419.22053 hartree. For the max |F|, the calculation gives 3.5 eV/Å. As for the expectation value of S²: 0.79. As for the HOMO energy (alpha / beta): -14.545 / -14.541 eV. Its LUMO energy (alpha / beta) is -4.2 / -9.9 eV. The energy above the lowest of the compared OMol25 structures with the same formula, charge and spin comes out at 293.28 kJ/mol.

Geometry as ORCA input:
```
! RIJCOSX wB97M-V def2-TZVPD def2/J DEFGRID3
* xyz 1 2
O -1.5394 -2.2542 0.0344
C -1.0011 -1.1544 0.2318
N -0.6278 -0.7903 1.5276
C 0.6226 -0.0023 1.6644
N 1.6937 -0.3824 0.7385
C -0.9536 -0.0965 -0.7555
C -2.1709 0.9040 -0.7165
H -0.6200 -1.5827 2.1281
H 0.9762 -0.1021 2.7377
H 0.4508 1.0482 1.4197
H 2.5056 0.2251 0.9219
H 1.9895 -1.3364 1.1006
H -0.0455 0.4123 -0.8051
H -1.0260 -0.6096 -1.7225
H -3.1397 0.2953 -0.7793
H -2.1391 1.6603 -1.5426
H -2.1610 1.4120 0.2172
H 2.3091 0.4262 -1.4281
H 2.3513 0.7780 -2.9525
O 2.5256 1.1495 -2.0201
*
```

Q: Number 3 is which compound?
A: C4H12N2O2